No. 1
DFT (the ωB97M-V functional and the def2-TZVPD basis) results for a 11-piece molecular cluster, C26H50B2Br21F5O6PS overall.

Each line ends with the Mulliken charge.
Cartesian coordinates (Å):
C (6.61309, 3.39787, 1.65209)  -1.164
B (6.64967, 2.71074, 0.23716)  0.620
O (7.66094, 3.05064, -0.62549)  -0.661
C (5.64605, 1.60642, -0.27508)  -0.690
O (5.91895, 0.53671, 0.59817)  -0.690
B (4.88751, 0.44691, 1.67315)  1.467
Br (4.35377, -1.49605, 1.97282)  -0.351
O (3.80468, 1.32779, 1.17758)  -1.212
C (4.12049, 1.80151, -0.08120)  0.180
P (3.34507, 0.61646, -1.41756)  0.465
C (1.82685, 0.03824, -0.59872)  -1.165
O (4.32726, -0.71084, -1.44202)  -0.493
S (3.40759, 3.41724, -0.48215)  1.448
O (4.37136, 4.47804, -0.52034)  -0.774
O (2.60274, 3.31396, -1.66432)  -0.558
C (2.14919, 3.89291, 0.83347)  0.646
F (0.93965, 3.41458, 0.52600)  -0.263
F (2.10370, 5.23658, 0.74538)  -0.278
C (2.48024, 3.53998, 2.31159)  0.754
F (3.78990, 3.59946, 2.53928)  -0.180
F (1.88358, 4.48650, 3.09466)  -0.313
F (1.96706, 2.35844, 2.67067)  -0.231
H (6.42249, 4.45745, 1.52866)  0.350
H (7.59001, 3.27806, 2.11111)  0.363
H (5.90098, 2.95080, 2.32735)  0.199
H (8.08939, 3.83636, -0.27951)  0.292
H (5.82964, 1.30710, -1.30641)  0.432
H (5.42020, 0.88464, 2.67496)  -0.365
H (1.57992, -0.94778, -0.95151)  0.516
H (1.90580, 0.03320, 0.48200)  0.247
H (1.05243, 0.73463, -0.89012)  0.128
H (3.82135, -1.52214, -1.49079)  0.280
Br (1.22897, -0.98540, 3.90873)  -0.112
C (-0.67949, -1.37062, 3.79754)  -0.797
C (-0.97285, -2.69062, 3.13681)  0.337
Br (-0.80455, -2.61951, 1.20420)  -0.071
H (-1.14421, -0.52978, 3.29306)  0.492
H (-1.02085, -1.40458, 4.83054)  0.397
H (-2.00540, -2.97490, 3.31720)  -0.279
H (-0.31467, -3.48459, 3.47801)  0.030
Br (3.66758, 4.10033, 7.06572)  -0.137
C (1.86317, 4.14737, 6.33985)  -0.245
C (0.87075, 3.51719, 7.27722)  -0.569
Br (0.99348, 1.57803, 7.23978)  -0.135
H (1.89864, 3.65012, 5.37933)  -0.036
H (1.63714, 5.20104, 6.19498)  0.359
H (-0.14576, 3.74916, 6.96752)  0.355
H (1.01542, 3.82535, 8.30702)  0.386
Br (-4.52880, -1.42027, 2.94882)  -0.156
C (-5.06983, -2.90468, 1.80788)  -0.586
C (-5.13944, -4.20021, 2.56961)  -0.527
Br (-3.36809, -4.93056, 2.91676)  -0.055
H (-4.36397, -2.93904, 0.98429)  0.410
H (-6.05495, -2.63412, 1.43291)  0.347
H (-5.65548, -4.95146, 1.98440)  0.303
H (-5.62878, -4.09454, 3.53016)  0.301
Br (-1.39770, 3.44998, -6.43585)  -0.186
C (-1.22990, 3.83334, -4.53017)  -0.653
C (0.08659, 3.36168, -3.97829)  -0.268
Br (0.12933, 1.44063, -3.72970)  -0.147
H (-2.08054, 3.36973, -4.04404)  0.285
H (-1.31112, 4.91551, -4.44810)  0.406
H (0.25807, 3.77944, -2.98844)  0.192
H (0.92591, 3.61042, -4.61944)  0.336
Br (-6.26567, -7.47301, 3.21752)  -0.139
C (-7.61182, -7.31866, 4.61280)  -0.577
C (-8.87257, -6.68950, 4.08426)  -0.602
Br (-8.65011, -4.77207, 3.84308)  -0.096
H (-7.16664, -6.74253, 5.41664)  0.369
H (-7.79812, -8.33414, 4.95459)  0.355
H (-9.68795, -6.80204, 4.79535)  0.344
H (-9.17164, -7.09562, 3.12418)  0.368
Br (3.52801, 0.92514, -4.67533)  0.064
C (3.56720, 1.33399, -6.58296)  -0.670
C (3.25613, 0.13164, -7.43414)  -0.564
Br (4.76501, -1.09874, -7.53962)  -0.145
H (4.54420, 1.75475, -6.79879)  0.403
H (2.80318, 2.09573, -6.73139)  0.262
H (3.05784, 0.42510, -8.46326)  0.376
H (2.41684, -0.43998, -7.05316)  0.351
Br (7.73279, -3.83198, -9.12009)  -0.118
C (7.47648, -2.06301, -9.88708)  -0.626
C (8.30854, -1.86326, -11.12437)  -0.565
Br (10.18524, -1.56419, -10.70254)  -0.143
H (7.70621, -1.34756, -9.10534)  0.382
H (6.41793, -2.00349, -10.12747)  0.309
H (7.98717, -0.97083, -11.65611)  0.358
H (8.27233, -2.71694, -11.79205)  0.380
Br (-0.18189, -6.04442, 5.00146)  -0.156
C (1.44246, -5.64722, 6.00086)  -0.505
C (2.13027, -4.41399, 5.48299)  -0.450
Br (3.05521, -4.73808, 3.80953)  -0.066
H (2.06632, -6.53192, 5.93893)  0.353
H (1.11944, -5.49954, 7.02910)  0.372
H (2.89649, -4.08744, 6.18230)  0.384
H (1.44132, -3.59535, 5.29838)  0.027
Br (-5.74979, 3.35732, -5.62667)  -0.124
C (-6.15719, 4.99883, -4.66911)  -0.592
C (-4.91900, 5.62636, -4.08869)  -0.572
Br (-4.31429, 4.68146, -2.49946)  -0.133
H (-6.89041, 4.74864, -3.91034)  0.378
H (-6.60839, 5.65895, -5.40629)  0.347
H (-5.12574, 6.64186, -3.75899)  0.371
H (-4.08865, 5.63382, -4.78769)  0.325
Br (-9.20317, -1.37894, 1.95745)  -0.126
C (-10.92477, -1.37151, 1.05114)  -0.602
C (-12.03094, -1.86254, 1.94558)  -0.566
Br (-11.99206, -3.79732, 2.14442)  -0.133
H (-10.81309, -1.97397, 0.15648)  0.383
H (-11.09574, -0.33476, 0.77107)  0.338
H (-13.00146, -1.63739, 1.50985)  0.336
H (-11.97580, -1.44255, 2.94382)  0.358

## Properties
LUMO level = 1.291 eV
Charge = -1
HOMO energy = -0.1745 Ha
HOMO-LUMO gap = 6.0 eV


No. 2
DFT (the ωB97M-V functional and the def2-TZVPD basis) results for C20H34N11PbTe as an isolated structure.

Each line ends with the natural charge from an NBO analysis.
Cartesian coordinates (Å):
Pb (-0.17020, -0.37540, 0.19220)  1.382
N (2.28970, 1.05820, 3.77520)  -0.469
C (3.27120, 0.16740, 3.47630)  -0.035
C (2.89610, -0.43900, 2.30900)  -0.077
N (1.71170, 0.07400, 1.89510)  -0.513
C (1.35090, 0.97390, 2.80320)  0.287
C (0.12360, 1.70600, 2.69880)  0.307
N (-0.74890, 1.48560, 1.71690)  -0.546
C (-1.78000, 2.34540, 1.92060)  -0.084
C (-1.53390, 3.09810, 3.03490)  -0.033
N (-0.33130, 2.68210, 3.51640)  -0.467
H (2.29490, 1.65950, 4.58610)  0.444
H (4.13080, 0.02950, 4.09730)  0.259
H (3.40520, -1.19600, 1.75270)  0.248
H (-2.63480, 2.37020, 1.28020)  0.234
H (-2.10930, 3.87390, 3.49800)  0.261
H (0.12130, 3.05840, 4.33810)  0.447
C (-1.30630, 3.58370, -2.82120)  -0.425
N (-1.75540, 2.27760, -3.27010)  -0.377
C (-2.68850, 2.28100, -4.39000)  -0.436
C (-1.47270, 1.17440, -2.55470)  0.671
N (-0.87330, 1.20780, -1.39040)  -0.917
N (-1.81160, -0.01650, -3.15860)  -0.603
C (-1.58680, -1.32680, -2.79880)  0.653
N (-1.91380, -2.22780, -3.74100)  -0.772
N (-1.07210, -1.64870, -1.65890)  -0.887
H (-1.23050, 4.24470, -3.68100)  0.251
H (-0.31330, 3.52740, -2.37770)  0.210
H (-2.00090, 4.03440, -2.10960)  0.220
H (-2.73910, 3.28830, -4.79620)  0.259
H (-3.69470, 2.00430, -4.06670)  0.226
H (-2.36290, 1.63300, -5.20540)  0.210
H (-0.75750, 2.15200, -1.05050)  0.400
H (-2.23340, 0.09090, -4.07330)  0.427
H (-2.36330, -1.99150, -4.61000)  0.421
H (-1.83000, -3.21600, -3.55970)  0.428
H (-0.97380, -2.64990, -1.54690)  0.389
C (3.94510, -1.75040, -2.60350)  -0.640
C (4.42210, -0.64790, -1.66430)  0.111
C (4.97410, 0.56030, -2.44060)  -0.624
C (5.48280, -1.19040, -0.70860)  -0.610
N (3.29320, -0.16790, -0.85110)  -0.481
N (2.01890, -0.03690, -1.36440)  -0.613
H (4.80390, -2.22790, -3.06440)  0.260
H (3.32070, -1.36930, -3.40980)  0.203
H (3.40180, -2.51030, -2.04600)  0.211
H (5.85010, 0.25870, -3.00630)  0.239
H (5.27680, 1.35190, -1.75930)  0.215
H (4.23780, 0.96070, -3.13520)  0.201
H (6.36780, -1.47130, -1.27150)  0.242
H (5.11900, -2.07340, -0.19000)  0.214
H (5.77520, -0.44450, 0.02480)  0.214
H (3.53340, 0.56560, -0.19570)  0.378
H (1.87720, -0.75800, -2.07310)  0.402
H (1.81390, 0.88280, -1.75920)  0.366
Te (-2.56360, -1.89810, 1.61370)  0.655
C (-2.45650, -3.29460, 3.19730)  -0.322
C (-2.71950, -2.87300, 4.51210)  -0.193
C (-2.81150, -3.80140, 5.52530)  -0.192
C (-2.65040, -5.15920, 5.25160)  -0.076
C (-2.37960, -5.58100, 3.95010)  -0.200
C (-2.28030, -4.66300, 2.92730)  -0.187
H (-2.86740, -1.82360, 4.72380)  0.234
H (-3.01390, -3.47370, 6.53330)  0.252
H (-2.74270, -5.88420, 6.04620)  0.253
H (-2.24780, -6.63150, 3.73990)  0.254
H (-2.08560, -4.99920, 1.91870)  0.234

## Properties
LUMO level (alpha / beta) = -11.128 / -11.190 eV
Charge = +3
HOMO energy (alpha / beta) = -0.5747 / -0.5707 Ha
Energy above the lowest of the compared OMol25 structures with the same formula, charge and spin = 2.188 eV
HOMO-LUMO gap (alpha / beta) = 4.5 / 4.3 eV


No. 3
DFT (the ωB97M-V functional and the def2-TZVPD basis) results for the molecule CH3F3P2.

Each line ends with the natural charge from an NBO analysis.
Cartesian coordinates (Å):
F (0.79181, 0.99342, 3.10511)  -0.584
P (0.70740, 0.96400, 1.47356)  0.916
C (-1.05078, 1.00576, 1.22197)  0.231
F (-1.76729, 2.18037, 1.20045)  -0.340
F (-1.84907, 0.22073, 1.96812)  -0.342
P (-1.00551, 0.12198, -0.73365)  0.140
H (1.02114, -0.44841, 1.61795)  -0.026
H (-0.81602, 1.31744, -1.40746)  -0.009
H (-2.38860, 0.17600, -0.93007)  0.012

## Properties
LUMO level = 0.041 eV
HOMO energy = -0.3685 Ha
Energy above the lowest of the compared OMol25 structures with the same formula, charge and spin = 0.465 eV
HOMO-LUMO gap = 10.1 eV
SMILES string = FPC(F)(F)P


No. 4
DFT (the ωB97M-V functional and the def2-TZVPD basis) results for C18H17ClNO9PtS4 as an isolated structure.

Each line ends with the natural charge from an NBO analysis.
Cartesian coordinates (Å):
Pt (-1.39948, -1.90194, -0.54341)  1.407
O (-5.46606, -2.02763, -2.29219)  -0.926
S (-4.07008, -1.77815, -2.47820)  2.409
O (-3.34696, -2.57203, -3.41938)  -0.918
O (-3.40694, -1.82219, -1.08264)  -1.026
C (-3.90718, -0.04487, -2.89800)  -0.348
C (-5.09813, 0.64080, -3.10233)  -0.173
C (-5.09873, 1.98869, -3.43241)  -0.181
C (-3.90367, 2.67259, -3.57661)  -0.203
C (-2.70291, 2.01262, -3.37137)  -0.210
C (-2.69576, 0.66226, -3.02773)  -0.262
S (-1.08680, 0.06772, -2.56883)  2.376
O (-0.11215, 0.87958, -3.21819)  -0.907
O (-1.08526, 0.24213, -1.04895)  -0.997
O (-0.96372, -1.38856, -2.75148)  -0.949
H (-6.02407, 0.08857, -3.01072)  0.263
H (-6.03910, 2.50004, -3.59427)  0.231
H (-3.90057, 3.71794, -3.85896)  0.229
H (-1.75979, 2.52648, -3.50208)  0.250
C (5.59305, 0.20715, 0.65685)  -0.667
C (4.89399, -0.27975, 1.88347)  0.127
C (5.06668, 0.28805, 3.11121)  -0.263
C (4.37772, -0.21295, 4.23013)  0.057
Cl (4.60317, 0.51686, 5.73355)  0.164
C (3.49488, -1.32420, 4.13876)  -0.191
C (3.28874, -1.90346, 2.93662)  -0.219
C (3.97063, -1.38984, 1.78688)  0.458
O (3.89034, -1.92588, 0.61073)  -0.382
C (2.78380, -2.77855, 0.24452)  -0.195
C (1.46275, -2.01944, 0.33124)  0.781
O (1.41714, -0.95162, 0.94552)  -0.698
O (0.54493, -2.65924, -0.26627)  -0.727
H (6.09535, 1.15162, 0.84933)  0.239
H (4.88841, 0.33087, -0.16617)  0.254
H (6.33706, -0.52329, 0.32816)  0.255
H (5.73415, 1.13041, 3.23333)  0.254
H (3.00715, -1.69388, 5.03028)  0.256
H (2.63030, -2.75442, 2.84902)  0.248
H (2.73710, -3.66658, 0.87156)  0.222
H (2.97170, -3.08236, -0.77751)  0.256
S (-1.99962, -1.54999, 1.70701)  0.144
C (-1.94891, 0.16920, 1.56316)  -0.035
N (-0.84220, 0.84173, 1.61530)  -0.529
C (-0.99460, 2.29792, 1.48114)  -0.231
C (-2.35023, 2.51744, 0.81493)  -0.530
S (-3.36761, 1.08839, 1.30897)  0.444
H (0.04616, 0.33887, 1.48318)  0.477
H (-0.17970, 2.70019, 0.88453)  0.243
H (-0.96427, 2.74276, 2.47551)  0.218
H (-2.28887, 2.50002, -0.26958)  0.252
H (-2.83188, 3.42994, 1.15239)  0.255

## Properties
Multiplicity = 5
LUMO level (alpha / beta) = -3.263 / -6.755 eV
⟨S²⟩ = 6.033
Charge = +1
HOMO energy (alpha / beta) = -0.4049 / -0.4349 Ha
Energy above the lowest of the compared OMol25 structures with the same formula, charge and spin = 0.408 eV
HOMO-LUMO gap (alpha / beta) = 7.8 / 5.1 eV


Number 1: E_tot -56815.22508 a.u.. Number 2: E_tot -1844.78604 a.u.. Number 3: E_tot -1022.15188 a.u.. Number 4: E_tot -3599.93356 a.u..